1.
Entry from the Open Molecules 2025 dataset: a cluster of 3 separate species, C18H30FO9 in total at a distorted geometry (ωB97M-V/def2-TZVPD).

**Highest occupied orbital energy**: -1.94 eV
**Calculated total energy**: -1480.75149 Eh
**Lowest unoccupied orbital energy**: 2.259 eV
**Charge**: -1

Positions of all 58 atoms, in Å:
C1 1.327 -2.579 -0.614
O1 0.412 -3.627 -0.162
C2 -0.055 -3.147 1.146
C3 -1.578 -3.546 1.444
C4 -2.515 -2.248 1.378
C5 -2.880 -1.597 2.794
C6 -1.743 -1.697 3.907
C7 -0.591 -0.568 3.775
C8 -1.135 0.932 3.906
C9 -0.296 2.034 3.096
F1 0.980 1.489 2.587
C10 -1.152 2.442 1.779
C11 -1.169 1.283 0.664
O2 -0.705 1.816 -0.635
C12 0.598 1.396 -0.906
O3 0.852 0.890 -2.035
H1 0.786 -1.636 -0.949
H2 1.979 -2.922 -1.481
H3 2.018 -2.279 0.250
H4 0.582 -3.525 2.009
H5 -0.021 -2.001 1.065
H6 -1.712 -4.159 2.403
H7 -1.938 -4.242 0.600
H8 -2.067 -1.525 0.621
H9 -3.511 -2.598 0.917
H10 -3.802 -2.148 3.209
H11 -3.226 -0.523 2.587
H12 -2.258 -1.476 4.914
H13 -1.267 -2.721 4.021
H14 0.001 -0.783 2.830
H15 0.113 -0.746 4.668
H16 -1.073 1.209 5.021
H17 -2.242 1.054 3.629
H18 -2.221 2.753 2.061
H19 -0.565 3.319 1.318
H20 -2.257 0.966 0.474
H21 -0.597 0.346 0.954
H22 1.485 1.515 -0.203
C13 5.133 -0.172 -2.407
C14 4.102 0.759 -1.845
O4 4.246 0.587 -0.440
C15 5.509 0.132 -0.219
O5 6.014 0.040 0.860
O6 6.124 -0.205 -1.387
H23 5.555 0.189 -3.346
H24 4.746 -1.184 -2.557
H25 4.303 1.805 -2.095
H26 3.091 0.505 -2.167
C16 -0.918 3.017 -5.117
C17 -1.418 2.371 -3.861
O7 -2.832 2.425 -4.015
C18 -3.087 2.510 -5.347
O8 -4.175 2.405 -5.835
O9 -1.946 2.728 -6.056
H27 0.037 2.606 -5.446
H28 -0.822 4.103 -5.020
H29 -1.110 1.326 -3.777
H30 -1.104 2.904 -2.964

---

2.
Entry from the Open Molecules 2025 dataset: a cluster of 4 separate species, C4H13NO3 in total at a distorted geometry (ωB97M-V/def2-TZVPD).

**Energy above the lowest of the compared OMol25 structures with the same formula, charge and spin**: 1.994 eV
**Highest occupied orbital energy**: -9.14 eV
**Calculated total energy**: -440.64193 Eh
**Lowest unoccupied orbital energy**: 0.645 eV
**SMILES string**: C=NC(=C)C.O.O.O

Positions of all 21 atoms, in Å:
C1 -2.243 0.141 -1.349
C2 -1.963 -0.366 0.019
C3 -2.677 -1.267 0.696
C4 0.098 -0.653 1.126
N1 -0.726 0.092 0.529
H1 -3.187 -0.119 -1.719
H2 -2.045 1.218 -1.363
H3 -1.457 -0.163 -2.049
H4 -2.304 -1.601 1.652
H5 -3.686 -1.514 0.387
H6 0.893 -0.173 1.691
H7 0.160 -1.737 1.047
H8 1.079 3.078 0.445
H9 0.195 1.904 0.124
O1 0.910 2.445 -0.266
H10 2.957 -0.931 0.143
H11 3.392 -0.912 1.586
O2 2.943 -1.479 0.951
H12 2.289 1.290 -0.808
H13 2.462 0.172 -1.798
O3 2.911 0.576 -1.045

---

3.
Entry from the Open Molecules 2025 dataset: an isolated molecule of C20H29F3N2OS (ωB97M-V/def2-TZVPD).

**Energy above the lowest of the compared OMol25 structures with the same formula, charge and spin**: 0.303 eV
**Highest occupied orbital energy**: -8.70 eV
**Calculated total energy**: -1662.07460 Eh
**Lowest unoccupied orbital energy**: 0.612 eV
**SMILES string**: CSCCC(=O)N(C)CC1CCN(CCc2cccc(C(F)(F)F)c2)CC1

Positions of all 56 atoms, in Å:
C1 3.594 4.842 0.327
H1 3.006 5.750 0.246
H2 4.246 4.897 1.195
H3 4.171 4.691 -0.580
S1 2.422 3.478 0.547
C2 3.588 2.097 0.794
C3 4.360 1.736 -0.474
C4 4.795 0.277 -0.432
O1 5.936 -0.014 -0.121
N1 3.876 -0.672 -0.737
C5 2.494 -0.455 -1.105
H4 2.339 0.594 -1.347
C6 1.488 -0.861 -0.004
C7 0.347 0.153 0.102
C8 -0.630 -0.262 1.197
N2 -1.178 -1.566 0.893
C9 -2.333 -1.950 1.680
H5 -2.098 -2.774 2.367
C10 -3.483 -2.378 0.746
C11 -3.861 -1.214 -0.115
C12 -4.869 -0.342 0.272
C13 -5.150 0.783 -0.492
C14 -4.430 1.059 -1.645
C15 -3.424 0.189 -2.029
C16 -3.144 -0.935 -1.274
H6 -2.356 -1.607 -1.574
H7 -2.857 0.396 -2.924
H8 -4.654 1.939 -2.227
C17 -6.255 1.688 -0.034
F1 -7.458 1.079 -0.068
F2 -6.088 2.092 1.241
F3 -6.379 2.802 -0.769
H9 -5.439 -0.531 1.170
H10 -3.144 -3.209 0.127
H11 -4.331 -2.706 1.348
H12 -2.671 -1.102 2.282
C18 -0.141 -2.573 0.839
C19 0.863 -2.233 -0.260
H13 0.341 -2.211 -1.218
H14 1.626 -3.012 -0.302
H15 -0.606 -3.538 0.621
H16 0.391 -2.662 1.806
H17 -1.451 0.457 1.238
H18 -0.111 -0.252 2.174
H19 -0.190 0.192 -0.847
H20 0.727 1.153 0.321
H21 2.019 -0.892 0.955
H22 2.292 -1.038 -2.012
C20 4.301 -2.055 -0.691
H23 3.998 -2.567 -1.606
H24 3.871 -2.570 0.170
H25 5.386 -2.073 -0.604
H26 3.759 1.943 -1.360
H27 5.272 2.330 -0.534
H28 4.263 2.365 1.605
H29 2.961 1.270 1.123

---

4.
Entry from the Open Molecules 2025 dataset: a structure of composition C26H24N7O2Zn at a distorted geometry (ωB97M-V/def2-TZVPD).

**Energy above the lowest of the compared OMol25 structures with the same formula, charge and spin**: 0.000 eV
**Highest occupied orbital energy (spin up / spin down)**: -7.68 / -7.67 eV
**Calculated total energy**: -3317.81755 Eh
**Lowest unoccupied orbital energy (spin up / spin down)**: -3.371 / -3.371 eV
**Charge**: +1

Positions of all 60 atoms, in Å:
Zn1 -0.834 -0.168 0.419
N1 0.126 3.754 -0.655
C1 0.106 2.572 0.024
N2 -0.734 1.606 -0.102
C2 -1.740 1.752 -1.053
N3 -2.663 0.836 -1.176
N4 -2.431 -0.192 -0.266
C3 -3.253 -0.139 0.722
C4 -2.815 -0.795 1.937
C5 -3.694 -1.224 2.916
C6 -3.139 -1.787 4.060
C7 -1.751 -1.875 4.174
C8 -0.965 -1.388 3.137
N5 -1.467 -0.835 2.016
C9 -1.787 2.976 -1.901
C10 -2.774 3.161 -2.874
C11 -2.797 4.344 -3.614
C12 -1.841 5.334 -3.377
C13 -0.854 5.144 -2.404
C14 -0.813 3.958 -1.668
H1 0.909 4.385 -0.572
H2 0.925 2.489 0.758
H3 -4.181 0.456 0.729
H4 -4.766 -1.137 2.792
H5 -3.778 -2.156 4.857
H6 -1.290 -2.312 5.053
H7 0.119 -1.433 3.184
H8 -3.524 2.394 -3.051
H9 -3.564 4.496 -4.369
H10 -1.869 6.258 -3.949
H11 -0.128 5.932 -2.227
O1 5.107 -0.463 3.710
C15 4.972 -0.502 2.297
C16 3.524 -0.379 1.911
C17 2.681 0.526 2.555
C18 1.370 0.624 2.131
N6 0.853 -0.100 1.118
C19 1.661 -0.983 0.480
C20 3.000 -1.135 0.851
C21 1.002 -1.734 -0.611
C22 1.623 -2.710 -1.391
C23 0.907 -3.355 -2.411
C24 1.567 -4.411 -3.251
O2 2.755 -3.900 -3.840
C25 -0.428 -3.007 -2.608
C26 -0.978 -2.035 -1.794
N7 -0.298 -1.401 -0.817
H12 6.051 -0.592 3.905
H13 5.390 -1.451 1.944
H14 5.542 0.324 1.860
H15 3.038 1.137 3.379
H16 0.676 1.310 2.609
H17 3.647 -1.833 0.333
H18 2.659 -2.988 -1.229
H19 0.910 -4.746 -4.060
H20 1.821 -5.281 -2.637
H21 2.561 -2.992 -4.134
H22 -1.035 -3.478 -3.374
H23 -2.014 -1.728 -1.905
H24 -1.297 0.876 1.461

---

5.
Entry from the Open Molecules 2025 dataset: the ion C3H8N2P with charge +1 at a distorted geometry (ωB97M-V/def2-TZVPD).

**⟨S²⟩**: 2.01
**Energy above the lowest of the compared OMol25 structures with the same formula, charge and spin**: 1.228 eV
**Highest occupied orbital energy (spin up / spin down)**: -10.85 / -14.24 eV
**Calculated total energy**: -569.53548 Eh
**2S+1**: 3
**Lowest unoccupied orbital energy (spin up / spin down)**: -3.140 / -8.029 eV
**Charge**: +1

Positions of all 14 atoms, in Å:
C1 0.513 0.405 0.655
C2 -1.283 -0.349 -0.799
C3 -0.190 -1.439 -0.482
N1 -0.868 0.674 0.160
N2 0.907 -0.773 0.155
P1 1.559 1.564 1.649
H1 -1.156 -0.015 -1.872
H2 -2.242 -0.927 -0.371
H3 -0.564 -2.334 0.059
H4 0.183 -1.907 -1.450
H5 -1.164 1.641 0.161
H6 1.821 -1.054 -0.024
H7 0.567 2.542 1.810
H8 1.916 1.973 0.348

---

6.
Entry from the Open Molecules 2025 dataset: a structure of composition C10H12N2 at a distorted geometry (ωB97M-V/def2-TZVPD).

**Energy above the lowest of the compared OMol25 structures with the same formula, charge and spin**: 8.750 eV
**Highest occupied orbital energy**: -8.98 eV
**Calculated total energy**: -497.44072 Eh
**Lowest unoccupied orbital energy**: -0.091 eV

Positions of all 24 atoms, in Å:
C1 1.944 -0.801 1.275
C2 1.853 -0.941 -0.335
C3 0.682 -1.423 -0.906
C4 -0.593 -0.761 -0.356
C5 -1.747 -1.412 -0.199
C6 -2.849 -0.599 -0.002
C7 -2.796 0.741 0.150
C8 -1.614 1.414 0.082
C9 -0.483 0.532 -0.065
C10 0.844 1.239 -0.236
H1 3.250 -0.426 1.131
H2 1.403 0.228 1.827
H3 1.648 -1.908 1.993
H4 2.722 -1.405 -0.923
H5 0.662 -2.554 -1.046
H6 0.682 -1.097 -1.855
H7 -1.840 -2.403 -0.381
H8 -3.737 -1.135 0.352
H9 -3.937 1.405 -0.095
H10 -1.552 2.562 -0.003
H11 2.006 2.515 -0.219
H12 0.789 3.093 0.942
N1 0.867 2.638 -0.542
N2 1.796 0.499 -0.592

---

7.
Entry from the Open Molecules 2025 dataset: a structure of composition C3H4B3EuI3O3 at a distorted geometry (ωB97M-V/def2-TZVPD).

**⟨S²⟩**: 15.76
**Highest occupied orbital energy (spin up / spin down)**: -15.32 / -15.32 eV
**Calculated total energy**: -2019.94974 Eh
**2S+1**: 8
**Lowest unoccupied orbital energy (spin up / spin down)**: -8.365 / -8.181 eV
**Charge**: +2

Positions of all 17 atoms, in Å:
C1 1.827 -0.265 -1.245
C2 1.994 0.325 0.273
I1 3.969 1.227 0.787
C3 0.961 0.358 1.341
I2 1.462 1.252 3.305
B1 -0.549 -0.233 1.068
O1 -0.936 -1.669 1.057
B2 -1.686 -1.897 -0.223
O2 -2.775 -1.022 -0.714
B3 -2.428 0.396 -0.378
I3 -3.009 2.052 -1.740
O3 -1.663 0.757 0.853
H1 0.973 -1.050 -1.391
H2 1.770 0.608 -2.040
H3 2.844 -0.840 -1.495
H4 -1.346 -2.825 -0.873
Eu1 -1.409 2.826 1.414

---

8.
Entry from the Open Molecules 2025 dataset: an isolated molecule of CH2O2S2 at a distorted geometry (ωB97M-V/def2-TZVPD).

**Energy above the lowest of the compared OMol25 structures with the same formula, charge and spin**: 3.873 eV
**Highest occupied orbital energy**: -9.69 eV
**Calculated total energy**: -985.99094 Eh
**Lowest unoccupied orbital energy**: 0.420 eV
**SMILES string**: SC1(S)OO1

Positions of all 7 atoms, in Å:
C1 0.173 0.270 0.018
O1 -0.171 0.208 1.571
O2 0.974 0.814 0.921
S1 -0.883 1.352 -0.860
S2 0.257 -1.417 -0.507
H1 -1.890 0.424 -1.182
H2 1.541 -1.651 0.039

---

9.
Entry from the Open Molecules 2025 dataset: a structure of composition C42H52GaN4O10 at a distorted geometry (ωB97M-V/def2-TZVPD).

**Energy above the lowest of the compared OMol25 structures with the same formula, charge and spin**: 0.000 eV
**Highest occupied orbital energy**: -4.55 eV
**Calculated total energy**: -4527.34481 Eh
**Lowest unoccupied orbital energy**: 0.302 eV
**Charge**: -1

Positions of all 109 atoms, in Å:
C1 -2.018 6.413 -0.236
C2 -0.892 6.874 -1.266
O1 -1.408 7.369 -2.497
C3 -2.374 6.440 -3.078
C4 -2.524 6.794 -4.606
Ga1 -2.015 5.291 -5.916
C5 -0.343 4.308 -5.204
C6 -0.627 3.298 -4.009
C7 0.039 1.883 -4.360
C8 0.890 1.274 -3.168
C9 0.472 -0.228 -2.825
O2 0.142 -0.988 -3.999
C10 -0.932 -1.875 -3.683
C11 -3.559 4.041 -6.464
C12 -4.543 3.649 -5.332
C13 -4.912 2.215 -5.215
C14 -5.862 1.719 -4.216
C15 -6.514 2.646 -3.269
C16 -7.569 2.161 -2.214
C17 -6.126 4.059 -3.382
C18 -5.177 4.557 -4.383
H1 -1.596 6.528 0.795
H2 -2.904 7.101 -0.343
H3 -2.315 5.348 -0.442
H4 -0.154 6.033 -1.406
H5 -0.347 7.727 -0.766
H6 -2.127 5.370 -2.861
H7 -3.359 6.714 -2.587
H8 -1.803 7.641 -4.807
H9 -3.540 7.224 -4.861
H10 -1.532 6.037 -7.283
H11 0.339 5.114 -4.799
H12 0.186 3.860 -6.083
H13 -0.054 3.665 -3.104
H14 -1.706 3.210 -3.725
H15 0.740 1.967 -5.236
H16 -0.798 1.221 -4.701
H17 1.972 1.202 -3.485
H18 0.886 1.919 -2.246
H19 -0.420 -0.144 -2.149
H20 1.344 -0.741 -2.332
H21 -0.622 -2.539 -2.824
H22 -1.875 -1.342 -3.374
H23 -1.192 -2.549 -4.538
H24 -3.188 3.103 -6.961
H25 -4.168 4.576 -7.252
H26 -4.489 1.449 -5.915
H27 -6.130 0.631 -4.156
H28 -7.879 3.054 -1.603
H29 -8.503 1.853 -2.770
H30 -7.212 1.304 -1.596
H31 -6.614 4.742 -2.636
H32 -4.966 5.646 -4.417
C19 3.070 -4.314 -2.336
C20 3.970 -5.024 -1.551
C21 3.959 -4.872 -0.173
C22 3.039 -4.010 0.409
C23 2.140 -3.291 -0.367
C24 2.159 -3.445 -1.746
N1 3.009 -3.870 1.868
O3 3.823 -4.502 2.516
O4 2.167 -3.130 2.352
H33 3.076 -4.440 -3.413
H34 4.678 -5.698 -2.014
H35 4.665 -5.429 0.430
H36 1.424 -2.614 0.084
H37 1.461 -2.893 -2.362
C25 1.981 -0.400 3.570
C26 1.123 -1.251 4.255
C27 0.177 -0.729 5.126
C28 0.095 0.651 5.301
C29 0.956 1.505 4.624
C30 1.901 0.974 3.757
N2 -0.918 1.208 6.202
O5 -1.643 0.427 6.795
O6 -0.982 2.421 6.305
H38 2.715 -0.810 2.887
H39 1.189 -2.319 4.108
H40 -0.486 -1.403 5.654
H41 0.900 2.578 4.759
H42 2.574 1.634 3.223
C31 2.726 1.212 9.488
C32 4.034 0.884 9.826
C33 4.750 -0.011 9.044
C34 4.148 -0.568 7.923
C35 2.840 -0.252 7.581
C36 2.129 0.642 8.370
N3 4.910 -1.495 7.080
O7 6.050 -1.765 7.420
O8 4.363 -1.939 6.087
H43 2.170 1.915 10.098
H44 4.496 1.329 10.699
H45 5.768 -0.260 9.315
H46 2.365 -0.687 6.711
H47 1.108 0.898 8.112
C37 1.340 -9.232 2.652
C38 2.290 -8.272 2.326
C39 2.664 -8.088 1.002
C40 2.077 -8.866 0.014
C41 1.132 -9.833 0.331
C42 0.765 -10.014 1.657
N4 2.451 -8.655 -1.388
O9 3.298 -7.810 -1.628
O10 1.893 -9.332 -2.233
H48 1.046 -9.371 3.686
H49 2.738 -7.665 3.104
H50 3.404 -7.338 0.759
H51 0.676 -10.444 -0.437
H52 0.026 -10.764 1.916

---

10.
Entry from the Open Molecules 2025 dataset: a cluster of 6 separate species, CH15NO5 in total at a distorted geometry (ωB97M-V/def2-TZVPD).

**Energy above the lowest of the compared OMol25 structures with the same formula, charge and spin**: 1.293 eV
**Highest occupied orbital energy**: -9.40 eV
**Calculated total energy**: -478.01967 Eh
**Lowest unoccupied orbital energy**: 0.776 eV
**SMILES string**: CN.O.O.O.O.O

Positions of all 22 atoms, in Å:
C1 0.481 0.200 2.219
N1 1.855 -0.139 2.627
H1 0.288 -0.469 1.396
H2 -0.278 0.117 2.990
H3 0.416 1.238 1.834
H4 2.292 0.430 3.334
H5 2.509 -0.243 1.867
H6 3.519 1.334 -6.047
H7 2.410 0.394 -5.421
O1 2.597 1.214 -5.890
H8 0.588 5.479 -4.934
H9 -0.955 5.326 -4.825
O2 -0.196 5.832 -4.505
H10 -2.000 -3.235 1.413
H11 -1.930 -3.054 -0.038
O3 -2.492 -2.817 0.697
H12 0.981 -3.341 3.026
H13 0.863 -1.962 2.445
O4 0.631 -2.884 2.266
H14 -2.906 -1.526 2.230
H15 -3.403 -1.664 3.650
O5 -2.751 -1.185 3.120

---

11.
Entry from the Open Molecules 2025 dataset: a structure of composition C11H16DyN2O3 at a distorted geometry (ωB97M-V/def2-TZVPD).

**⟨S²⟩**: 9.74
**Highest occupied orbital energy (spin up / spin down)**: -9.67 / -9.75 eV
**Calculated total energy**: -1648.66635 Eh
**2S+1**: 6
**Lowest unoccupied orbital energy (spin up / spin down)**: -3.515 / -3.460 eV
**Charge**: +1

Positions of all 33 atoms, in Å:
Dy1 -2.141 -0.457 0.854
C1 1.015 3.197 1.172
O1 1.466 1.985 2.058
C2 0.622 1.020 1.983
O2 -0.386 1.143 1.320
N1 0.936 -0.039 2.737
N2 0.248 -1.180 2.469
H1 1.123 2.833 0.125
H2 1.759 3.937 1.397
H3 -0.017 3.421 1.384
H4 1.945 0.038 2.957
H5 -0.266 -1.517 3.252
H6 0.701 -1.937 1.925
C3 -3.363 -0.074 3.251
H7 -3.029 0.999 3.199
H8 -4.532 -0.197 3.732
C4 0.164 -3.501 -1.792
C5 -0.554 -2.277 -1.308
O3 -1.545 -2.343 -0.611
C6 -0.061 -0.903 -1.783
C7 1.227 -0.507 -1.401
C8 1.669 0.807 -1.789
C9 0.799 1.617 -2.544
C10 -0.491 1.252 -2.812
C11 -0.877 0.008 -2.445
H9 -0.230 -4.346 -1.197
H10 1.190 -3.402 -1.708
H11 -0.077 -3.678 -2.859
H12 1.945 -1.236 -1.001
H13 2.679 1.234 -1.750
H14 1.151 2.549 -2.962
H15 -1.208 1.954 -3.129
H16 -1.861 -0.400 -2.723

---

Number 1: molecular weight 409.43 g mol⁻¹. Number 2: molecular weight 123.15 g mol⁻¹. Number 3: molecular weight 402.53 g mol⁻¹. Number 4: molecular weight 531.92 g mol⁻¹. Number 5: molecular weight 103.08 g mol⁻¹. Number 6: molecular weight 160.22 g mol⁻¹. Number 7: molecular weight 653.17 g mol⁻¹. Number 8: molecular weight 110.16 g mol⁻¹. Number 9: molecular weight 842.62 g mol⁻¹. Number 10: molecular weight 121.13 g mol⁻¹. Number 11: molecular weight 386.76 g mol⁻¹.